{
  "formula": "C12H12BrNO3S2",
  "method": "wB97M-V/def2-TZVPD",
  "e_homo_ev": -8.584,
  "de_lowest_ev": 0.401,
  "orbital_gap_ev": 8.91,
  "total_energy_ev": -111982.99482,
  "species": ["C", "O", "S", "C", "H", "C", "N", "H", "H", "H", "C", "H", "C", "O", "H", "H", "H", "H", "O", "H", "C", "C", "C", "H", "C", "C", "Br", "C", "C", "H", "S"],
  "positions_angstrom": [[-3.696, -0.884, 0.409], [0.015, 3.455, 1.274], [0.071, 2.108, 0.797], [-1.607, -0.188, -0.574], [0.578, -3.504, -0.134], [2.542, 2.296, -0.603], [-0.703, 2.113, -0.681], [-1.242, -3.049, 1.211], [-3.619, -2.675, 1.575], [1.038, -2.574, 1.324], [3.786, 1.643, -0.711], [0.197, 0.467, -1.519], [3.858, 0.574, 0.133], [-0.356, 1.057, 1.674], [-4.750, -0.719, 0.572], [-3.445, 0.866, -0.795], [2.052, -2.507, -0.137], [4.580, 1.941, -1.372], [0.361, -1.445, -0.281], [2.256, 3.163, -1.168], [1.721, 1.704, 0.307], [-3.063, -1.977, 0.967], [-0.971, -1.303, -0.013], [-1.582, 2.601, -0.587], [-2.961, 0.004, -0.356], [-1.711, -2.192, 0.757], [5.305, -0.593, 0.315], [1.029, -2.576, 0.231], [-0.819, 0.830, -1.357], [-1.285, 1.016, -2.329], [2.422, 0.344, 1.071]]
}